C3H6N2O | the ωB97M-V functional and the def2-TZVPD basis

As for the LUMO energy: 0.84 eV. Its SMILES is [H]/N=C(\C)NC=O. The molar mass is 86.09 g mol⁻¹. The energy relative to the best compared isomer or geometry (same formula, charge and spin) comes out at 20.8 kcal per mole. The calculation puts the gap between HOMO and LUMO at 10.795 eV. The value obtained for the total energy is -8235.7966 eV.

The geometry in ORCA input format:
```
! wB97M-V def2-TZVPD RIJCOSX def2/J DEFGRID3
* xyz 0 1
H -1.68 1.40 -1.37
N -0.95 0.74 -1.65
C -0.44 0.20 -0.62
C -0.84 0.44 0.82
N 0.63 -0.69 -0.80
C 1.47 -0.93 0.28
O 2.65 -0.70 0.29
H -1.40 1.38 0.88
H 0.01 0.53 1.51
H -1.47 -0.38 1.19
H 1.11 -0.58 -1.69
H 0.95 -1.38 1.14
*
```

---

C35H34N4RuSi | the ωB97M-V functional and the def2-TZVPD basis

As for the LUMO energy: -7.62 eV. The molar mass is 639.84 g mol⁻¹. The energy relative to the best compared isomer or geometry (same formula, charge and spin) comes out at 10.7 kcal per mole. The calculation puts the gap between HOMO and LUMO at 6.445 eV. The value obtained for the total energy is -53250.9044 eV.

The geometry in ORCA input format:
```
! wB97M-V def2-TZVPD RIJCOSX def2/J DEFGRID3
* xyz 2 1
Ru -0.78 0.34 0.74
C -1.64 -1.30 0.12
Si -3.25 -0.44 -0.50
C -2.57 1.30 -1.06
N -1.28 1.83 -0.52
C -0.22 1.88 -1.58
C -0.61 2.82 -2.73
C -1.43 4.02 -2.22
C -1.04 4.33 -0.78
C -1.37 3.18 0.17
C -3.86 -1.27 -2.02
C -3.11 -1.31 -3.20
C -3.60 -1.98 -4.31
C -4.84 -2.60 -4.26
C -5.59 -2.57 -3.09
C -5.10 -1.91 -1.97
C -4.43 -0.24 0.90
C -4.38 -1.09 2.02
C -5.24 -0.90 3.09
C -6.16 0.13 3.07
C -6.24 0.97 1.96
C -5.39 0.78 0.89
H -1.01 -1.56 -0.75
H -1.72 -2.15 0.80
H -3.37 2.03 -0.89
H -2.46 1.20 -2.14
H -0.05 0.86 -1.94
H 0.69 2.23 -1.09
H -1.16 2.28 -3.51
H 0.32 3.16 -3.19
H -2.50 3.81 -2.28
H -1.25 4.88 -2.85
H -1.55 5.22 -0.41
H 0.03 4.55 -0.73
H -2.39 3.25 0.56
H -0.69 3.17 1.02
H -2.14 -0.83 -3.26
H -3.02 -2.00 -5.23
H -5.22 -3.12 -5.13
H -6.55 -3.06 -3.05
H -5.69 -1.89 -1.07
H -3.67 -1.91 2.05
H -5.19 -1.57 3.94
H -6.83 0.28 3.91
H -6.98 1.76 1.93
H -5.48 1.43 0.02
N 4.22 0.69 9.65
C 3.67 0.67 8.64
C 2.98 0.65 7.38
C 1.83 -0.13 7.22
C 1.16 -0.12 6.02
C 1.65 0.63 4.95
C 2.81 1.39 5.10
C 3.47 1.41 6.32
C 0.93 0.62 3.65
C -0.41 1.00 3.65
C -1.15 1.57 4.71
C -2.42 1.86 4.25
C -2.45 1.48 2.91
N -1.26 0.97 2.53
C 1.63 0.24 2.50
C 2.95 -0.22 2.39
C 3.22 -0.44 1.04
C 2.06 -0.15 0.35
N 1.09 0.27 1.21
H 1.48 -0.72 8.05
H 0.28 -0.73 5.89
H 3.18 1.99 4.28
H 4.35 2.02 6.45
H -0.76 1.76 5.69
H -3.23 2.30 4.80
H -3.28 1.55 2.22
H 3.63 -0.37 3.22
H 4.14 -0.79 0.61
H 1.88 -0.22 -0.71
*
```

---

C3H3Br2NO | the ωB97M-V functional and the def2-TZVPD basis

As for the LUMO energy: 0.14 eV. Its SMILES is C=C(Br)C(=O)NBr. The molar mass is 228.87 g mol⁻¹. The energy relative to the best compared isomer or geometry (same formula, charge and spin) comes out at 27.6 kcal per mole. The calculation puts the gap between HOMO and LUMO at 10.127 eV. The value obtained for the total energy is -146779.9678 eV.

The geometry in ORCA input format:
```
! wB97M-V def2-TZVPD RIJCOSX def2/J DEFGRID3
* xyz 0 1
C -0.99 1.48 1.02
C -0.60 0.52 0.16
Br -1.67 0.17 -1.43
C 0.66 -0.67 0.31
O 1.13 -1.03 1.31
N 0.96 -1.05 -0.98
Br 2.34 -2.23 -1.39
H -1.80 2.06 0.83
H -0.42 1.74 1.94
H 0.40 -1.00 -1.79
*
```

---

C3H5N3O3 | the ωB97M-V functional and the def2-TZVPD basis

As for the LUMO energy: 0.62 eV. Its SMILES is NC(=O)C(=O)O.N=C=N. The molar mass is 131.09 g mol⁻¹. The energy relative to the best compared isomer or geometry (same formula, charge and spin) comes out at 56.4 kcal per mole. The calculation puts the gap between HOMO and LUMO at 10.207 eV. The value obtained for the total energy is -13803.1921 eV.

The geometry in ORCA input format:
```
! wB97M-V def2-TZVPD RIJCOSX def2/J DEFGRID3
* xyz 0 1
N -1.28 -1.16 1.19
C -1.00 -0.67 -0.08
O -1.80 -0.72 -0.99
C 0.67 -0.96 -0.49
O 1.10 -1.10 -1.61
O 1.43 -1.17 0.61
H -2.16 -1.65 1.29
H -0.51 -1.25 1.84
H 2.32 -1.36 0.27
N -0.78 1.52 0.10
C 0.33 1.82 -0.29
N 1.47 2.14 -0.30
H -1.54 1.69 -0.56
H 1.74 2.88 -0.95
*
```

---

C8H9KN3S | the ωB97M-V functional and the def2-TZVPD basis

As for the LUMO energy: -4.03 eV. The molar mass is 218.35 g mol⁻¹. The calculation puts the gap between HOMO and LUMO at 7.765 eV. The value obtained for the total energy is -40064.6565 eV.

The geometry in ORCA input format:
```
! wB97M-V def2-TZVPD RIJCOSX def2/J DEFGRID3
* xyz 1 1
N -1.95 -1.13 0.99
C -0.86 -1.51 1.91
C 0.58 -1.63 1.19
C 0.60 -0.53 0.07
C 0.40 -0.92 -1.30
C 0.37 0.12 -2.37
C 0.55 1.58 -2.01
C 0.76 1.90 -0.57
N 0.91 3.17 0.00
S 1.07 2.96 1.62
N 0.98 1.30 1.83
C 0.79 0.89 0.54
H -1.97 -0.11 0.85
H -2.82 -1.30 1.51
H -0.80 -0.86 2.83
H -1.09 -2.57 2.25
H 1.33 -1.41 2.00
H 0.77 -2.66 0.81
H 0.25 -2.00 -1.56
H 0.18 -0.21 -3.42
H 0.52 2.39 -2.79
K -0.59 2.54 -4.37
*
```